Density functional theory data (wB97M-V/def2-TZVPD) for C46H57N3O4S7Sr as an isolated structure.

XYZ file:
```
118
Properties=species:S:1:pos:R:3:forces:R:3
C 2.94990 -0.38002 1.80465 0.0 0.0 0.3
C -1.24137 0.45890 -5.29989 -0.1 0.0 0.0
H -4.97289 -0.95217 1.52674 0.0 0.0 0.0
H -0.63717 -6.07607 -2.92666 0.0 0.0 0.0
C -5.08238 -1.72346 -2.62297 0.0 0.0 0.0
H -0.42746 -1.36453 5.53376 0.0 0.0 0.0
C -0.44033 2.99962 -1.19761 0.0 0.0 0.0
H 2.73601 6.16767 0.47021 0.0 0.0 0.0
C 2.55622 3.04419 -0.85179 0.2 -0.1 0.0
H -5.22289 1.79422 1.19721 0.0 0.0 0.0
C 2.89498 -0.10371 -4.00955 0.0 0.0 0.0
C 0.33269 1.77196 -1.01622 0.1 0.0 -0.1
N 1.09095 -2.59752 0.51099 0.3 -0.1 0.4
C -2.03170 4.65241 -0.38979 0.0 0.0 0.0
H 1.35842 1.14774 5.39169 0.0 0.0 0.0
C 3.46173 -1.64790 -1.04985 0.1 0.1 -0.1
C 3.86352 2.97280 -1.33955 0.0 0.0 0.0
H -1.81211 4.40136 4.32543 0.0 0.0 0.0
H -2.63088 -1.59035 3.39359 0.0 0.0 0.0
H -0.68883 1.35938 -5.03656 0.0 0.0 0.0
O 1.36225 -3.89925 2.70696 -0.1 0.0 0.0
H -5.34197 0.21435 -3.49695 0.0 0.0 0.0
C -4.90042 0.78380 -0.67779 0.0 0.0 0.0
H 7.30700 -0.49244 3.03152 0.0 0.0 0.0
C 3.05697 5.27256 -0.04862 0.0 0.0 0.0
H -5.72567 1.35751 -1.10821 0.0 0.0 0.0
S -3.59115 0.58908 -1.90583 0.0 0.0 0.0
S -3.17595 0.62811 1.56453 0.1 0.1 -0.1
H 3.42817 -3.24931 3.51928 0.0 0.0 0.0
H -4.08442 -2.56803 3.26031 0.0 0.0 0.0
H 4.42823 -3.56725 -1.04472 0.0 0.0 0.0
H -1.22329 -3.65644 -2.98254 0.0 0.0 0.0
C -1.11091 4.88397 -2.58349 0.0 0.0 0.0
S 1.18195 -2.62699 2.05952 0.4 -0.2 0.2
S -0.43044 0.99491 3.81420 0.0 0.0 0.0
C -1.68220 3.43880 3.83063 0.0 0.0 0.0
H 0.40763 -2.96500 -4.74803 0.0 0.0 0.0
C -1.31216 3.47963 -0.21533 -0.1 0.0 0.1
H -4.77184 -0.23526 3.12663 0.0 -0.1 0.0
N 4.08161 -2.63282 -1.08910 -0.1 -0.1 0.1
S -3.86308 -2.75082 -1.76402 0.0 -0.1 0.0
C 4.74817 4.03279 -1.20569 0.0 0.0 0.0
H -5.35763 -2.36408 0.08040 0.0 0.0 0.0
H 0.30902 3.39214 -3.17026 0.0 0.0 0.0
H 0.86362 -0.98010 6.67441 0.0 0.0 0.0
H 6.50567 0.72923 4.01270 0.0 0.0 0.0
C 0.11385 -0.54815 6.01215 0.0 0.0 0.0
H -1.02760 5.42482 -3.51871 0.0 0.0 0.0
C 3.37052 -1.33029 -4.45449 0.0 0.0 0.0
H -0.83965 -0.00784 -6.19749 0.0 0.0 0.0
H -5.46391 -2.26341 -3.49094 0.0 0.0 0.0
H 4.38626 1.17055 1.59574 0.0 0.0 0.0
C -0.36400 3.73403 -2.39135 0.0 -0.1 0.0
S -2.59620 -2.81760 1.40018 0.0 0.0 0.1
C -1.94579 5.36199 -1.58020 0.0 0.0 0.0
N -0.13857 -3.17491 -1.31004 0.0 0.0 -0.1
H -5.92537 -1.56412 -1.94936 0.0 0.0 0.0
C -4.83658 -3.23740 -0.31689 0.0 0.0 0.0
C 1.67772 1.84729 -0.97283 -0.1 0.1 0.3
H -3.83107 -0.57438 -3.93501 0.0 0.0 0.0
S -1.11659 -0.72131 -3.94157 0.4 -0.1 0.0
H 5.03156 6.02336 -0.44675 0.0 0.0 0.0
C 2.17454 4.21262 -0.18753 0.0 0.0 0.0
O -1.74165 -1.98839 -4.43349 -0.1 0.1 0.0
H 5.61340 -2.19252 3.93059 0.0 0.0 0.0
C 4.87146 -1.67186 3.33633 0.0 0.0 0.0
C -0.68469 2.59407 4.60461 0.1 0.0 0.0
H -1.01460 2.39249 5.62670 0.0 0.0 0.0
H 1.16747 1.03356 -3.44107 0.0 0.0 0.0
C -0.24856 -5.40115 -2.17690 0.0 0.0 0.0
H -1.38087 2.93728 0.72279 0.0 -0.1 0.0
C 4.18678 0.19920 2.03447 0.0 0.1 0.0
Sr 0.07110 -0.33428 0.57084 -1.5 0.9 -1.2
C 0.65955 -3.61082 -0.33295 -0.1 0.1 0.0
H -4.53416 -4.20137 1.58809 0.0 0.0 0.0
C 6.49478 0.23461 3.03906 0.0 0.0 0.0
C 0.66046 -0.94633 -4.11117 0.0 -0.1 0.0
C 5.16793 -0.42859 2.79584 0.0 0.0 0.0
C 1.12101 -2.17912 -4.53928 0.0 0.0 0.0
C 3.63995 -2.27053 3.11151 0.0 0.0 0.0
C 4.34615 5.19308 -0.55998 0.0 0.0 0.0
H -0.58368 0.02226 6.62849 0.0 0.0 0.0
H -3.89438 2.43969 0.24450 0.1 0.1 0.0
H -2.51714 6.26978 -1.72332 0.0 0.0 0.0
H -1.32085 3.62231 2.81941 0.0 0.0 0.0
C -3.43173 -1.88639 2.71102 0.0 0.1 0.0
C -0.57780 -4.05724 -2.20932 0.0 0.0 0.0
H 2.26789 0.92133 -1.00238 0.0 0.0 0.0
H 2.29806 0.26669 1.22113 0.1 -0.4 0.1
C 0.58652 -5.84508 -1.15850 0.0 0.0 0.0
H 1.69750 -5.25152 0.59418 0.0 0.0 0.0
H 5.75287 3.95148 -1.60240 0.0 0.0 0.0
H 0.87068 -6.88878 -1.09705 0.0 0.0 0.0
H -3.42199 -4.72342 0.33544 0.0 0.0 0.0
H 4.18653 2.06004 -1.83018 0.0 0.0 0.0
H 3.58279 0.70317 -3.79135 0.0 0.0 0.0
H 4.43456 -1.47977 -4.58678 0.0 0.0 0.0
H -5.28656 -0.19926 -0.40431 0.0 0.0 0.0
H -5.59062 -3.97366 -0.60510 0.0 0.0 0.0
C -3.93229 -3.85063 0.74700 0.0 0.0 -0.1
C -4.38751 1.52065 0.54920 -0.1 -0.1 0.0
C 2.48628 -2.36758 -4.71031 0.0 0.0 0.0
C 2.66327 -1.64014 2.35052 0.2 -0.2 0.0
H 2.85603 -3.32839 -5.04559 0.0 0.0 0.0
H 1.17993 4.28633 0.22913 0.0 0.0 0.0
C 0.78837 0.32180 4.96326 0.0 0.0 0.0
H -2.65168 2.94629 3.76252 0.0 0.0 0.0
H -2.29690 0.69863 -5.42420 0.0 0.0 0.0
O 0.07603 -1.80524 2.60159 0.3 0.1 0.3
H 6.70109 0.99015 2.28218 0.0 0.0 0.0
C -4.51715 -0.38918 -3.10932 0.0 0.0 0.0
H -2.66964 5.01755 0.40864 0.0 0.0 0.0
C -4.23741 -0.65804 2.27271 0.1 -0.2 0.0
O 0.31182 1.32544 2.53641 -0.2 -0.2 -0.1
C 1.05868 -4.94709 -0.22227 0.0 0.0 0.0
H 0.30278 3.06038 4.63357 0.0 0.0 0.0
C 1.53539 0.09204 -3.82746 0.0 0.0 0.0
H 1.45002 -0.26277 4.32367 0.0 0.0 0.0
```
Positions in Å, forces in eV/Å.

The total energy comes out at -5070.256001 hartree. The relative energy (zero: lowest compared OMol25 entry of this formula, charge and spin) comes out at 0.882 eV. The HOMO-LUMO gap is 6.6599 eV. For the LUMO energy, the calculation gives 0.242 eV. As for the net charge: 0.


Density functional theory data (wB97M-V/def2-TZVPD) for C46H58Cl2KN4PS as an isolated structure.

XYZ file:
```
113
Properties=species:S:1:pos:R:3:forces:R:3
H -3.27145 2.52549 -1.00196 0.0 0.0 0.0
K -0.36750 1.71921 -0.48115 -0.2 -0.2 -0.2
H 4.99935 -1.61583 0.63135 0.0 0.0 0.0
H 3.51792 -1.29361 -0.26774 0.0 0.0 0.0
H -1.73753 0.20549 2.97205 -0.1 0.0 0.0
H 4.16452 1.26630 0.08443 0.0 0.0 0.0
C -2.78600 -1.97997 -0.59305 0.0 0.0 0.0
C 2.05431 3.08372 1.38943 0.0 0.1 0.0
C -0.78008 5.15671 0.92965 0.1 0.0 0.0
H -2.77229 -3.82170 -4.82707 0.0 0.0 0.0
C 4.25271 -0.61497 3.00838 0.0 -0.1 0.0
H 1.71680 -2.64958 0.72708 0.0 0.0 0.0
H -5.18692 2.91747 -2.47672 0.0 0.0 0.0
C -0.77997 -1.87639 0.74975 -0.1 0.1 0.0
H -0.31598 -3.64728 -2.11553 0.0 0.0 0.0
C -2.61533 0.23716 -3.20525 0.0 0.0 0.0
H 5.56466 0.52714 0.85376 0.0 0.0 0.0
C 0.51814 6.85307 2.16681 0.0 0.0 0.0
C 2.71816 2.27099 3.62758 0.0 0.0 0.0
H 1.98004 -5.10129 0.93904 0.0 0.0 0.0
H 2.52818 1.60866 4.47101 0.0 0.0 0.0
C 3.70456 -0.22394 1.63238 0.0 0.0 0.0
H -1.71663 0.90825 1.36472 -0.2 0.1 0.3
H -1.85766 -0.52165 -3.37476 0.0 0.0 0.0
P 1.87642 0.31552 1.51499 0.1 0.1 0.0
H 3.07661 -3.76545 -0.95520 0.0 0.0 0.0
H 0.67164 7.37791 3.09978 0.0 0.0 0.0
C -3.86051 -4.40137 -2.35835 0.0 0.0 0.0
H 2.09256 -0.34335 4.26896 -0.1 0.0 0.0
H -3.14487 -1.92329 3.31293 0.0 0.0 0.0
C -2.36957 0.47562 2.12575 0.4 -0.2 -0.2
H -1.43501 -3.31463 2.67113 0.0 0.0 0.0
C 2.47237 -0.25023 -4.76925 0.0 0.0 0.0
H 3.76837 -1.51988 3.37815 0.0 0.0 0.0
C -0.83083 -3.03304 -1.38822 0.0 -0.2 0.0
H 1.43951 2.98846 0.49336 0.1 0.1 0.1
C -4.61857 1.36607 -3.87548 0.0 0.0 0.0
C 1.08005 6.41633 -0.11152 0.0 0.0 0.0
H -3.69188 -0.24307 -4.99134 0.0 0.0 0.0
H 0.29108 3.20602 3.39414 0.0 0.0 0.0
C 1.01257 -4.65251 0.70168 0.0 0.0 0.0
S -2.02774 3.95970 0.87333 -0.1 0.1 0.0
H -1.50284 -4.45441 -3.78911 0.0 0.0 0.0
C 0.07045 5.47262 -0.15078 0.0 -0.1 0.0
C -2.12844 -3.57945 -3.97977 0.0 0.0 0.0
C -0.14907 -2.65742 -0.23276 0.0 -0.1 0.0
C 1.30382 -0.98344 3.90659 -0.1 0.0 0.1
H -4.59771 -0.99387 2.96831 0.0 0.0 0.0
Cl -1.40840 5.62870 3.54546 0.0 0.0 0.0
H -3.24429 -5.25108 -2.05433 0.0 0.0 0.0
H 3.77515 2.22748 3.38202 0.0 0.0 0.0
C -0.66773 -2.63947 3.02934 0.0 0.0 0.0
H -4.50769 -4.14218 -1.51993 0.0 0.0 0.0
H -3.83061 -1.71190 -0.72689 0.0 0.0 0.0
C -2.14253 -1.53542 0.55785 0.0 0.0 0.0
H 1.81777 4.06149 1.81940 0.0 0.0 0.0
C -0.27325 -2.71005 4.35279 0.0 0.0 0.0
H 0.47037 -5.33874 0.04626 0.0 0.0 0.0
H 0.11002 1.48333 3.75602 0.0 0.0 0.0
H 0.81436 0.43900 -5.95183 0.0 0.0 0.0
C 1.20112 -3.29231 0.02229 0.0 0.1 0.1
H -3.81196 -0.31922 0.81934 0.0 0.0 0.0
H 1.04208 -1.87623 5.83614 0.0 0.0 0.0
H -6.20645 2.38853 -4.65579 0.0 0.0 0.0
N -2.47438 0.96541 -2.09662 0.0 0.1 -0.1
H 2.95451 -0.80462 -5.56307 0.0 0.0 0.0
C -2.16641 -2.73499 -1.57565 0.0 0.1 0.0
H 1.68093 6.58477 -0.99463 0.0 0.0 0.0
C -3.64307 0.39043 -4.11327 0.0 0.0 0.0
H 5.31938 -0.83725 2.90305 0.0 0.0 0.0
C 1.29188 0.43722 -4.98211 0.0 0.0 0.0
H -1.46988 -2.75809 -4.27439 0.0 0.0 0.0
C 0.71797 1.12534 -3.92256 0.1 0.0 0.0
H 3.09236 3.10394 1.06350 0.0 0.0 0.0
C -4.47871 2.13530 -2.71864 0.0 -0.1 0.0
H -5.60708 1.15692 -5.65378 0.0 0.0 0.0
H -3.06354 1.25307 2.44297 -0.1 -0.1 0.0
H -0.73596 -3.42840 5.01772 0.0 0.0 0.0
C 3.92461 -1.44146 0.73195 0.0 0.0 0.0
H 2.09303 7.86348 1.10817 0.0 0.0 0.0
H 4.15327 0.16018 3.76090 0.0 0.1 0.0
H -4.25169 -2.45842 2.03957 0.0 0.0 0.0
H 2.51170 3.28733 3.97550 0.0 0.0 0.0
C -3.80008 -1.58323 2.51147 0.0 0.0 0.1
H 2.78414 0.52596 -1.49003 0.0 0.0 0.0
N 1.25045 1.16204 -2.70172 0.0 0.0 0.0
C 1.78364 1.99370 2.44228 0.0 0.0 0.0
H 2.14991 -2.49017 -1.75577 0.0 0.1 -0.1
C 3.03296 -0.21453 -3.49691 -0.1 0.0 0.0
C -0.12485 -1.73136 2.11183 0.0 0.0 0.1
C 4.55787 0.90986 1.03887 0.0 0.0 0.0
H 1.66648 -4.17738 -1.91697 0.0 0.0 0.0
C 2.06971 -3.43721 -1.22249 0.0 0.0 0.0
C -3.05057 -0.72732 1.49060 0.1 0.1 0.0
C -2.97473 -3.22014 -2.76323 0.0 0.0 0.0
N -5.68348 1.53299 -4.72504 0.0 0.0 0.0
Cl -0.08661 4.57936 -1.66010 0.0 0.2 0.0
N 5.20934 -1.47828 -2.91118 0.0 0.0 0.0
C 1.30860 7.12065 1.05907 0.0 0.0 0.0
H -0.21160 1.66738 -4.05613 0.0 0.0 0.0
C -0.48665 5.90358 2.09452 0.0 0.0 0.0
H -4.49031 -4.71905 -3.19180 0.0 0.0 0.0
C 4.24305 -0.91921 -3.18227 0.1 0.0 0.0
H 0.44660 -4.55455 1.62894 0.0 0.0 0.0
C -3.40756 1.89906 -1.88001 0.0 0.1 0.0
H 3.49235 -2.34542 1.15778 0.0 0.0 0.0
C 0.92950 -0.89076 2.56067 0.0 -0.1 0.0
H -0.40504 2.16333 2.20556 0.0 0.0 0.0
H -3.63317 -2.39397 -3.04614 -0.1 0.0 0.0
C 2.38413 0.50619 -2.49717 0.0 -0.1 0.0
C 0.36261 2.19898 2.97351 0.0 0.0 0.0
C 0.71538 -1.85669 4.80442 0.0 0.0 0.0
H 4.65059 1.76783 1.69915 0.0 0.0 0.0
```
Positions in Å, forces in eV/Å.

The total energy comes out at -4266.612995 hartree. The relative energy (zero: lowest compared OMol25 entry of this formula, charge and spin) comes out at 0.891 eV. The HOMO-LUMO gap is 6.2152 eV. For the LUMO energy, the calculation gives -0.285 eV. As for the net charge: 0.


no.,maximum force (eV/A)
1,2.12
2,0.46